[1]
A structure of composition C3HO2Sm at a distorted geometry, computed with ωB97M-V/def2-TZVPD.

Its spin multiplicity is 7. Its energy above the lowest of the compared OMol25 structures with the same formula, charge and spin is 330.31 kJ/mol. For the gap between HOMO and LUMO (alpha / beta), the calculation gives 6.36 / 6.54 eV. As for the net charge: +1. The LUMO energy (alpha / beta) is -6.14 / -5.96 eV. As for the expectation value of S²: 12.008.

XYZ file:
```
7
Properties=species:S:1:pos:R:3:forces:R:3
C -0.50765 0.34182 0.13262 -0.621 -0.672 2.774
O -0.50205 -1.10892 0.62232 0.060 1.173 -0.207
O 1.16205 -0.83063 -0.74863 -0.032 -1.172 0.932
C 0.62795 0.40640 -0.57234 -2.870 0.387 -2.283
C 0.46967 -1.78869 0.08947 0.790 1.713 -1.134
H 0.33220 1.12414 -1.41866 2.204 -0.617 0.783
Sm -1.58217 1.85588 1.89523 0.470 -0.812 -0.865
```
Forces are in eV/Å.

---

[2]
A structure of composition C3HO2Sr at a distorted geometry, computed with ωB97M-V/def2-TZVPD.

Its energy above the lowest of the compared OMol25 structures with the same formula, charge and spin is 340.83 kJ/mol. For the gap between HOMO and LUMO (alpha / beta), the calculation gives 4.62 / 4.62 eV. As for the net charge: +1. The LUMO energy (alpha / beta) is -6.47 / -6.47 eV.

XYZ file:
```
7
Properties=species:S:1:pos:R:3:forces:R:3
C -1.82955 1.10026 -0.20353 0.608 -0.674 0.138
O 1.49489 -0.44331 -0.02740 1.834 0.687 -0.052
H -2.37417 2.02562 -0.22600 0.194 -0.408 0.067
Sr 3.85636 -0.46594 0.40832 -2.280 -0.167 -0.198
C 0.60972 -1.17782 0.48231 0.882 -0.837 0.303
O -0.57292 -1.11861 -0.26106 -0.968 1.508 0.552
C -1.18433 0.07979 -0.17264 -0.269 -0.108 -0.811
```
Forces are in eV/Å.

---

[3]
The ion C3HO3 with charge -1 at a distorted geometry, computed with ωB97M-V/def2-TZVPD.

Its energy above the lowest of the compared OMol25 structures with the same formula, charge and spin is 255.62 kJ/mol. The structure (SMILES) is O=C1O/C1=C/[O-]. For the gap between HOMO and LUMO, the calculation gives 7.57 eV. As for the net charge: -1. The LUMO energy is 4.36 eV.

XYZ file:
```
7
Properties=species:S:1:pos:R:3:forces:R:3
C 0.04490 0.29151 0.07381 0.321 -2.760 2.395
C -0.39309 0.01722 1.36886 1.762 -0.538 1.051
O 0.13466 -1.17514 0.88422 -1.011 1.606 1.362
C 0.23624 0.13253 -1.24649 -0.566 1.080 -0.184
O -0.02441 1.13043 -1.91636 0.003 1.052 -2.745
H 0.63313 -0.82213 -1.67167 -0.140 0.305 0.363
O -0.63144 0.42558 2.50764 -0.370 -0.746 -2.243
```
Forces are in eV/Å.

---

[4]
The ion C3HO4 with charge -1 at a distorted geometry, computed with ωB97M-V/def2-TZVPD.

Its energy above the lowest of the compared OMol25 structures with the same formula, charge and spin is 93.14 kJ/mol. The structure (SMILES) is O=C=COC(=O)[O-]. For the gap between HOMO and LUMO, the calculation gives 8.19 eV. As for the net charge: -1. The LUMO energy is 3.58 eV.

XYZ file:
```
8
Properties=species:S:1:pos:R:3:forces:R:3
C 1.70846 -0.94701 0.06450 2.045 0.244 0.008
C -1.96444 -0.46208 0.03854 -0.703 -0.518 0.376
O -0.82441 -1.41674 -0.07267 2.648 0.967 -0.093
O -3.05962 -0.99447 0.08874 -0.106 -1.298 -0.212
H 0.43430 0.41116 -0.19039 -0.633 -1.227 0.010
C 0.44095 -0.72212 -0.10610 -2.127 0.573 0.030
O 2.91092 -0.82688 0.12365 -2.233 -0.784 -0.027
O -1.66501 0.70542 0.10589 1.110 2.043 -0.091
```
Forces are in eV/Å.

---

[5]
A structure of composition C3I6 at a distorted geometry, computed with ωB97M-V/def2-TZVPD.

Its spin multiplicity is 3. For the gap between HOMO and LUMO (alpha / beta), the calculation gives 7.02 / 5.74 eV. The LUMO energy (alpha / beta) is -0.83 / -3.23 eV. As for the expectation value of S²: 2.013.

XYZ file:
```
9
Properties=species:S:1:pos:R:3:forces:R:3
I 0.50220 -3.31339 -2.51468 -0.717 -1.211 -1.280
I 1.82817 1.78076 -1.96609 0.155 -0.150 0.330
C -0.82234 0.39452 1.47369 -0.672 -0.625 1.005
I -1.84628 1.38652 -1.26790 0.383 -0.469 0.609
I -2.77154 0.47651 2.33978 0.589 0.025 -0.346
I 0.64088 -0.32600 2.78578 -0.065 0.268 -0.028
I 1.62284 -1.49615 -0.64468 1.332 -0.511 0.871
C 1.43103 0.50543 -0.41491 -4.049 1.376 0.809
C -0.58496 0.59179 0.20900 3.045 1.297 -1.971
```
Forces are in eV/Å.

---

[6]
An isolated molecule of C3INS at a distorted geometry, computed with ωB97M-V/def2-TZVPD.

Its energy above the lowest of the compared OMol25 structures with the same formula, charge and spin is 112.15 kJ/mol. For the gap between HOMO and LUMO (alpha / beta), the calculation gives 6.79 / 6.01 eV. The LUMO energy (alpha / beta) is -1.66 / -2.23 eV.

XYZ file:
```
6
Properties=species:S:1:pos:R:3:forces:R:3
N -0.60696 -0.01730 0.27931 -0.882 -0.039 0.164
C 1.60635 0.36161 -1.08732 0.891 0.183 0.014
I -2.84994 -1.02720 2.19613 -0.021 -0.236 0.321
C 0.70918 0.19932 -0.24148 -7.214 -1.108 2.952
C -1.81757 -0.14890 0.70827 7.296 1.250 -3.117
S 2.95894 0.63247 -1.85491 -0.071 -0.048 -0.334
```
Forces are in eV/Å.

---

[7]
A structure of composition C3Li2O3Y at a distorted geometry, computed with ωB97M-V/def2-TZVPD.

Its spin multiplicity is 2. For the gap between HOMO and LUMO (alpha / beta), the calculation gives 5.49 / 7.60 eV. As for the net charge: +2. The LUMO energy (alpha / beta) is -8.78 / -8.82 eV. As for the expectation value of S²: 0.751.

XYZ file:
```
9
Properties=species:S:1:pos:R:3:forces:R:3
C 0.81007 -0.83809 -0.03266 -0.445 0.514 0.526
C -0.24667 -0.18902 -0.09505 1.055 0.432 -0.325
O 1.82627 -1.49282 0.11899 0.384 0.063 -0.407
O -0.95202 2.03162 0.08136 1.207 1.348 -0.003
Li -2.36847 -1.43156 -0.07531 -0.284 0.149 0.008
Li 3.58818 -1.76632 -0.08059 -0.166 -0.427 0.079
O -2.49875 0.42698 0.03278 1.571 0.292 -0.196
C -1.30605 0.81180 -0.00810 -1.999 -1.976 0.347
Y 1.14744 2.44740 0.05857 -1.322 -0.394 -0.028
```
Forces are in eV/Å.

---

[8]
A cluster of 2 separate species, C3N4O3 in total at a distorted geometry, computed with ωB97M-V/def2-TZVPD.

Its energy above the lowest of the compared OMol25 structures with the same formula, charge and spin is 5.67 kJ/mol. The structure (SMILES) is O=[N+]([O-])C#[N+][O-].N#CC#N. For the gap between HOMO and LUMO (alpha / beta), the calculation gives 9.35 / 9.35 eV. The LUMO energy (alpha / beta) is -1.35 / -1.35 eV.

XYZ file:
```
10
Properties=species:S:1:pos:R:3:forces:R:3
O -1.89453 -1.62812 -2.42318 -1.767 -0.785 -2.618
C -0.12031 1.69345 0.44975 0.751 0.338 -0.348
N 1.75163 3.18076 1.24838 -0.466 -0.809 -0.587
O 1.04468 -0.75356 0.98902 -0.277 0.080 -0.311
N -0.98126 1.11076 -0.01479 -1.279 -0.165 -0.189
O 0.43327 -2.77495 0.52837 0.414 -0.472 0.568
N -1.14872 -1.61056 -1.54572 0.959 1.173 1.985
N 0.39165 -1.57391 0.38698 -0.187 -0.732 -0.430
C -0.54307 -1.21997 -0.62921 1.089 0.127 0.744
C 0.97523 2.43941 0.81743 0.763 1.246 1.186
```
Forces are in eV/Å.